Record 1
Below is a molecular structure, C29H49ClNO2PSc at a distorted geometry, with properties calculated with ωB97M-V/def2-TZVPD.

Output
charge = -1
multiplicity = 1
highest occupied orbital energy (alpha / beta) = 0.67 / -2.01 eV
orbital gap (alpha / beta) = 1.542 / 4.208 eV

```
84
C29H49ClNO2PSc, DFT ωB97M-V/def2-TZVPD
Sc 0.506 -0.103 0.628
P -0.089 0.691 -2.406
Cl 1.434 2.087 0.607
C -1.014 0.500 -0.891
H -2.001 0.027 -0.969
H -1.106 1.471 -0.382
C 1.769 0.803 -2.530
C -0.835 2.373 -2.641
C 2.305 0.851 -3.986
H 1.927 1.786 -2.051
C 3.801 1.206 -4.053
H 2.183 -0.139 -4.455
H 1.754 1.576 -4.607
C 4.671 0.292 -3.186
H 4.127 1.138 -5.098
H 3.953 2.251 -3.740
C 4.094 0.093 -1.778
H 4.802 -0.680 -3.685
H 5.671 0.735 -3.108
C 2.585 -0.243 -1.746
H 4.638 -0.717 -1.277
H 4.268 1.008 -1.191
H 2.445 -1.239 -2.198
H 2.278 -0.296 -0.673
C -0.691 -0.490 -3.680
C -2.337 2.187 -2.913
H -0.703 2.889 -1.668
C -3.006 3.545 -2.772
H -2.483 1.776 -3.925
H -2.821 1.497 -2.209
C -2.342 4.571 -3.689
H -4.072 3.438 -2.984
H -2.931 3.861 -1.723
C -0.807 4.620 -3.592
H -2.608 4.322 -4.724
H -2.757 5.557 -3.464
C -0.135 3.252 -3.669
H -0.389 5.256 -4.372
H -0.521 5.068 -2.633
H -0.213 2.816 -4.676
H 0.938 3.330 -3.426
C 0.079 -1.815 -3.732
H -1.739 -0.706 -3.406
C -0.575 -2.802 -4.703
H 1.104 -1.618 -4.066
H 0.164 -2.286 -2.746
C -0.792 -2.215 -6.107
H 0.049 -3.704 -4.775
H -1.549 -3.104 -4.293
C -1.371 -0.790 -6.103
H 0.159 -2.217 -6.659
H -1.470 -2.869 -6.667
C -0.682 0.127 -5.089
H -1.272 -0.338 -7.100
H -2.443 -0.833 -5.862
H 0.358 0.287 -5.405
H -1.158 1.115 -5.116
C 0.206 -2.589 -0.075
C -1.109 -2.319 -0.389
H 1.039 -2.394 -0.777
C -2.255 -2.582 0.536
H -1.401 -1.953 -1.381
C -1.765 -2.980 1.934
H -2.912 -1.698 0.619
H -2.895 -3.383 0.127
C -0.625 -3.996 1.886
H -1.443 -2.061 2.447
H -2.607 -3.392 2.504
C 0.567 -3.588 0.998
H -0.259 -4.172 2.904
H -1.017 -4.952 1.511
H 1.377 -3.168 1.615
H 1.006 -4.499 0.549
O -2.070 0.395 3.853
C -0.877 0.190 3.870
C 0.100 0.178 5.035
C 1.423 -0.305 4.455
C 1.116 -0.499 2.993
O 1.878 -0.899 2.033
N -0.149 -0.143 2.698
H 0.171 1.181 5.479
H -0.283 -0.505 5.802
H 2.198 0.463 4.582
H 1.765 -1.246 4.911
```



Record 2
Below is a molecular structure, C29H50AlF13NO9S, with properties calculated with ωB97M-V/def2-TZVPD.

Output
charge = -1
multiplicity = 1
highest occupied orbital energy = -4.88 eV
orbital gap = 7.099 eV

```
104
C29H50AlF13NO9S, DFT ωB97M-V/def2-TZVPD
C -0.510 -1.798 0.138
C -0.759 -0.501 0.349
C -1.980 0.225 -0.111
Al -1.954 0.381 -2.125
C -0.141 -0.045 -2.868
C 0.054 0.469 -4.290
C 1.450 0.426 -4.867
F 1.398 0.788 -6.186
F 1.956 -0.829 -4.863
C 2.484 1.462 -4.221
F 1.794 2.378 -3.552
F 3.159 2.087 -5.191
S 3.851 0.805 -3.033
F 4.882 1.919 -3.526
F 4.374 -0.165 -4.189
F 2.905 -0.324 -2.467
F 3.418 1.762 -1.856
F 5.014 0.241 -2.101
C -2.527 2.260 -2.636
C -1.640 3.305 -2.045
O -0.520 3.108 -1.642
N -2.228 4.639 -1.960
C -2.153 5.140 -0.589
C -1.536 5.528 -2.887
C -3.402 -0.930 -2.843
F -3.213 -1.320 -4.172
F -3.422 -2.127 -2.133
C -4.827 -0.371 -2.798
F -5.704 -1.028 -3.620
F -5.332 -0.470 -1.539
H -1.343 -2.422 -0.185
H 0.483 -2.214 0.261
H -0.003 0.084 0.873
H -2.890 -0.301 0.208
H -2.016 1.236 0.312
H 0.027 -1.126 -2.848
H 0.532 0.440 -2.156
H -0.314 1.491 -4.428
H -0.511 -0.167 -4.985
H -3.538 2.486 -2.264
H -2.586 2.458 -3.718
H -1.129 5.446 -0.324
H -2.458 4.354 0.107
H -2.832 5.987 -0.468
H -2.167 6.395 -3.108
H -0.572 5.881 -2.487
H -1.331 5.001 -3.823
H -4.845 0.685 -3.077
O 2.321 -0.763 2.289
C 3.456 -0.408 2.455
O 3.866 0.747 1.890
C 5.168 1.288 2.130
C 6.213 0.696 1.209
C 4.424 -1.281 3.220
H 5.435 1.182 3.182
H 5.055 2.354 1.934
H 6.329 -0.377 1.369
H 7.179 1.174 1.381
H 5.924 0.853 0.170
H 4.771 -2.055 2.535
H 3.838 -1.749 4.006
H 5.274 -0.787 3.678
O 3.138 0.003 5.812
C 2.339 -0.803 6.211
O 2.788 -2.017 6.593
C 1.926 -3.015 7.164
C 1.091 -3.722 6.115
C 0.858 -0.520 6.182
H 1.306 -2.578 7.949
H 2.615 -3.708 7.642
H 0.403 -3.031 5.631
H 0.507 -4.522 6.571
H 1.735 -4.166 5.359
H 0.509 -0.705 5.165
H 0.717 0.536 6.395
H 0.265 -1.113 6.872
O 2.947 -5.973 4.407
C 2.807 -5.880 3.215
O 2.537 -7.002 2.516
C 2.222 -6.977 1.116
C 3.463 -6.951 0.249
C 2.972 -4.563 2.495
H 1.548 -6.151 0.890
H 1.665 -7.899 0.956
H 4.043 -6.042 0.405
H 3.182 -6.998 -0.803
H 4.099 -7.805 0.479
H 4.038 -4.404 2.330
H 2.613 -3.772 3.148
H 2.458 -4.490 1.542
O -5.483 5.244 -0.315
C -6.140 4.435 -0.911
O -5.699 4.004 -2.107
C -6.309 2.932 -2.832
C -7.496 3.391 -3.653
C -7.466 3.937 -0.377
H -6.566 2.109 -2.163
H -5.514 2.577 -3.486
H -8.302 3.767 -3.022
H -7.883 2.559 -4.243
H -7.193 4.188 -4.331
H -8.230 4.669 -0.640
H -7.391 3.896 0.707
H -7.771 2.964 -0.751
```



Record 3
Below is a molecular structure, C29H50BiN6O4Se, with properties calculated with ωB97M-V/def2-TZVPD.

Output
charge = +1
multiplicity = 1
highest occupied orbital energy = -10.88 eV
orbital gap = 8.593 eV

```
91
C29H50BiN6O4Se, DFT ωB97M-V/def2-TZVPD
Bi -1.524 -1.319 -0.053
C 0.795 3.842 0.722
C 0.304 3.185 -0.567
C 1.469 2.627 -1.397
C 2.357 1.470 -0.866
C 2.541 0.450 -1.980
C 3.698 2.003 -0.371
N 1.681 0.767 0.315
C 2.273 -0.568 0.679
C 2.047 -0.940 2.134
N 0.698 -1.399 2.455
C 0.642 -2.867 2.326
C 0.951 -3.277 0.883
O 2.070 -3.673 0.599
O -0.005 -3.090 0.033
C 0.279 -0.944 3.817
C 0.911 -1.730 4.965
C -1.250 -0.895 3.936
C -1.883 0.476 3.640
C -1.464 1.464 4.740
C -3.404 0.350 3.655
N -1.448 0.893 2.279
C -1.645 2.320 2.001
C -1.848 2.626 0.524
N -0.789 2.181 -0.412
C -1.427 2.036 -1.738
C -2.449 0.907 -1.960
O -2.750 0.706 -3.124
O -2.913 0.277 -0.937
H 1.611 4.523 0.475
H 1.165 3.149 1.482
H 0.016 4.436 1.192
H -0.089 4.017 -1.173
H 2.131 3.467 -1.613
H 1.085 2.316 -2.365
H 2.893 0.970 -2.870
H 1.587 -0.017 -2.236
H 3.268 -0.324 -1.735
H 4.199 2.511 -1.193
H 4.364 1.214 -0.023
H 3.563 2.732 0.432
H 1.776 1.389 1.117
H 0.657 0.731 0.130
H 3.346 -0.491 0.522
H 1.883 -1.309 -0.014
H 2.284 -0.066 2.751
H 2.798 -1.702 2.376
H -0.356 -3.212 2.600
H 1.379 -3.343 2.978
H 0.652 0.081 3.896
H 0.482 -2.728 5.057
H 0.725 -1.205 5.903
H 1.991 -1.830 4.847
H -1.539 -1.173 4.952
H -1.685 -1.647 3.278
H -1.773 1.080 5.713
H -1.939 2.436 4.611
H -0.384 1.625 4.772
H -3.737 -0.080 4.601
H -3.752 -0.281 2.839
H -3.888 1.322 3.554
H -0.462 0.674 2.208
H -0.848 2.922 2.439
H -2.563 2.643 2.493
H -2.031 3.703 0.395
H -2.754 2.104 0.228
H -0.675 1.872 -2.504
H -1.940 2.968 -2.014
C -2.465 -1.468 -5.136
N -1.226 -1.854 -4.468
C -1.120 -2.395 -3.255
Se -2.460 -2.919 -2.075
N 0.187 -2.571 -2.970
C 0.956 -2.138 -4.043
C 2.325 -2.120 -4.269
C 2.749 -1.594 -5.477
C 1.842 -1.105 -6.424
C 0.477 -1.135 -6.202
C 0.054 -1.664 -4.991
H -3.255 -1.422 -4.391
H -2.702 -2.194 -5.911
H -2.339 -0.474 -5.557
H 0.480 -3.086 -2.144
H 3.025 -2.514 -3.544
H 3.807 -1.569 -5.700
H 2.217 -0.706 -7.356
H -0.225 -0.768 -6.938
C -3.217 -2.296 1.005
H -3.110 -3.370 0.864
H -4.122 -1.931 0.521
H -3.240 -2.063 2.062
```



Record 4
Below is a molecular structure, C29H51Al2BrClF13N2NaO10PS at a distorted geometry, with properties calculated with ωB97M-V/def2-TZVPD.

Output
multiplicity = 1
highest occupied orbital energy = -5.56 eV
orbital gap = 0.992 eV

```
112
C29H51Al2BrClF13N2NaO10PS, DFT ωB97M-V/def2-TZVPD
C -2.458 -4.108 2.425
C -3.702 -3.775 1.535
O -3.533 -4.105 0.177
C -3.754 -3.008 -0.740
C -2.395 -2.430 -1.199
C -2.447 -1.785 -2.609
C -1.050 -1.756 -3.348
C 0.096 -1.127 -2.488
C 0.836 -2.134 -1.590
N 0.614 -1.989 -0.256
C 1.197 -2.802 0.658
C 2.042 -3.833 0.254
C 2.297 -4.049 -1.132
C 3.180 -5.205 -1.581
O 2.634 -6.275 -1.728
O 4.493 -5.048 -1.840
C 1.681 -3.154 -2.075
C 1.978 -3.343 -3.574
C 3.025 -2.289 -4.060
C 4.162 -1.999 -3.023
C 3.974 -0.659 -2.248
O 3.569 -1.002 -0.906
H -1.941 -3.171 2.713
H -2.856 -4.524 3.375
H -1.776 -4.839 1.963
H -3.958 -2.706 1.729
H -4.535 -4.433 1.926
H -4.331 -3.433 -1.589
H -4.373 -2.183 -0.325
H -2.072 -1.664 -0.464
H -1.643 -3.247 -1.238
H -3.078 -2.452 -3.239
H -2.871 -0.760 -2.626
H -0.853 -2.794 -3.664
H -1.193 -1.109 -4.238
H -0.278 -0.265 -1.891
H 0.860 -0.694 -3.169
H -0.008 -1.267 0.093
H 0.962 -2.627 1.716
H 2.485 -4.448 1.049
H 4.638 -5.565 -2.666
H 1.056 -3.161 -4.163
H 2.323 -4.505 -3.795
H 3.509 -2.699 -4.967
H 2.570 -1.316 -4.346
H 5.136 -1.941 -3.552
H 4.280 -2.811 -2.281
H 3.266 0.045 -2.739
H 4.970 -0.168 -2.180
H 3.767 -0.264 -0.305
F 7.309 -6.964 -0.398
Al 6.943 -5.926 0.906
F 7.170 -4.294 0.453
F 8.057 -6.301 2.267
F 5.329 -6.175 1.435
Al -6.092 -3.108 1.420
O 3.542 0.209 1.845
S 2.888 0.643 3.044
O 1.754 1.518 2.996
O 3.968 1.243 4.038
C 4.841 2.290 3.557
C 4.142 3.631 3.505
C 2.469 -0.770 4.015
H 5.257 2.020 2.584
H 5.672 2.342 4.259
H 3.361 3.638 2.741
H 4.850 4.424 3.272
H 3.665 3.857 4.457
H 3.342 -1.415 4.092
H 1.659 -1.291 3.509
H 2.143 -0.436 4.997
C -3.844 2.430 -2.787
C -4.092 1.274 -1.914
N -4.286 0.369 -1.230
H -4.755 2.688 -3.325
H -3.529 3.285 -2.189
H -3.062 2.193 -3.507
C -4.779 9.238 -3.578
C -5.796 8.105 -3.498
O -5.554 7.121 -4.484
C -4.520 6.293 -4.228
O -3.836 6.351 -3.254
C -4.372 5.255 -5.344
F -4.386 5.816 -6.557
F -5.370 4.359 -5.319
F -3.236 4.566 -5.248
H -4.767 9.663 -4.582
H -5.010 10.032 -2.858
H -3.773 8.879 -3.372
H -6.800 8.503 -3.700
H -5.820 7.650 -2.496
Cl 7.528 -5.138 3.754
C 5.956 6.615 7.193
C 4.696 5.837 6.752
C 4.880 4.349 7.133
O 4.585 5.926 5.416
H 6.858 6.237 6.707
H 5.862 7.677 6.961
H 6.102 6.526 8.277
H 3.866 6.214 7.384
H 5.753 3.909 6.645
H 4.002 3.760 6.856
H 5.019 4.244 8.216
F -9.624 -4.559 -0.162
P -10.377 -4.069 1.206
F -11.303 -5.401 1.038
F -10.339 -2.523 1.750
F -8.777 -4.103 1.656
F -10.670 -4.478 2.758
F -11.455 -3.338 0.222
Na -6.897 9.461 -2.082
Br 3.156 -5.475 -4.980
```



Record 5
Below is a molecular structure, C29H51N5OReSSi4Te, with properties calculated with ωB97M-V/def2-TZVPD.

Output
charge = +2
multiplicity = 2
highest occupied orbital energy (alpha / beta) = -13.97 / -14.00 eV
orbital gap (alpha / beta) = 6.637 / 6.607 eV

```
93
C29H51N5OReSSi4Te, DFT ωB97M-V/def2-TZVPD
Re 0.275 0.443 -0.950
S -2.940 -5.324 -1.157
C -2.158 -3.783 -1.113
C -0.811 -3.749 -0.717
C -0.139 -2.558 -0.687
N -0.727 -1.378 -1.003
C -2.037 -1.401 -1.348
C -2.763 -2.560 -1.426
C -4.560 -4.911 -1.772
C -5.619 -4.760 -0.889
C -6.868 -4.463 -1.424
N -7.090 -4.315 -2.723
C -6.068 -4.478 -3.556
C -4.780 -4.783 -3.136
H -0.288 -4.659 -0.455
H 0.902 -2.518 -0.401
H -2.492 -0.442 -1.549
H -3.802 -2.515 -1.722
H -5.486 -4.873 0.178
H -7.724 -4.341 -0.770
H -6.284 -4.363 -4.612
H -3.983 -4.928 -3.853
C -2.372 1.782 4.638
Si -1.838 3.161 3.487
C -3.261 3.753 2.437
C -0.984 4.535 4.414
C -0.507 2.465 2.290
Te -1.060 0.606 1.446
C -0.264 -0.755 2.872
Si 1.495 -0.911 3.595
C 2.635 -1.574 2.257
C 2.086 0.724 4.287
C 1.289 -2.164 4.964
H -3.150 2.152 5.308
H -1.552 1.428 5.267
H -2.807 0.926 4.114
H -4.084 4.092 3.070
H -3.653 2.965 1.789
H -2.970 4.594 1.804
H -1.703 5.102 5.008
H -0.499 5.239 3.735
H -0.225 4.148 5.097
H 0.455 2.312 2.778
H -0.356 3.146 1.450
H -0.576 -1.734 2.492
H -0.947 -0.544 3.702
H 2.345 -1.197 1.272
H 2.609 -2.664 2.223
H 3.670 -1.271 2.430
H 2.386 1.444 3.523
H 2.962 0.545 4.914
H 1.330 1.190 4.922
H 0.820 -3.083 4.606
H 0.679 -1.773 5.781
H 2.260 -2.434 5.382
N 0.920 3.808 -3.199
C 0.032 3.080 -2.538
O 0.530 2.154 -1.723
C -1.340 3.238 -2.626
C -2.089 2.444 -1.745
N -2.558 1.725 -0.968
C -1.901 4.210 -3.493
N -2.355 5.000 -4.194
H 1.900 3.585 -3.143
H 0.617 4.568 -3.790
C 3.972 2.367 -1.866
Si 3.479 1.122 -0.551
C 2.778 2.055 0.919
C 4.948 0.094 -0.029
C 2.115 -0.132 -1.215
Si 2.323 -0.706 -3.120
C 1.842 0.616 -4.356
C 4.137 -1.132 -3.244
C 1.312 -2.226 -3.534
H 5.017 2.636 -1.692
H 3.402 3.292 -1.770
H 3.915 2.000 -2.890
H 3.601 2.492 1.490
H 2.226 1.402 1.597
H 2.118 2.871 0.616
H 5.647 0.738 0.510
H 5.489 -0.336 -0.870
H 4.669 -0.719 0.643
H 2.377 -1.044 -0.647
H 2.532 1.457 -4.418
H 0.830 1.007 -4.218
H 1.851 0.130 -5.335
H 4.782 -0.258 -3.149
H 4.317 -1.560 -4.233
H 4.445 -1.871 -2.503
H 0.233 -2.059 -3.514
H 1.543 -3.092 -2.912
H 1.572 -2.501 -4.559
```